(1)
Computed, not measured: a gas-phase ion, C5H7N2O2 (charge -1) in a non-equilibrium geometry, with ωB97M-V/def2-TZVPD.

Cartesian coordinates (Å):
1 C 0.02390 0.93391 1.56212
2 C 0.99038 0.41676 0.67737
3 C -1.34297 0.58260 1.52596
4 C 0.48218 -0.74637 -0.43482
5 C 1.22832 -0.40187 -1.66239
6 N -1.69558 -0.40444 0.57745
7 N -0.97318 -0.67188 -0.56219
8 O 2.18801 0.72416 0.77098
9 O -2.29129 1.18814 2.10310
10 H 0.23241 1.78089 2.13484
11 H 0.68006 -1.85619 -0.05335
12 H 0.71278 0.27096 -2.24570
13 H 1.45606 -1.29925 -2.23891
14 H 2.17608 -0.04200 -1.29035
15 H -2.69485 -0.43882 0.44130
16 H -1.17231 -0.03660 -1.30540

Atoms 1-3, force components in eV/Å:
C -0.8 -1.2 -1.2
C -0.5 -1.5 0.9
C -1.0 1.5 -1.4

- Energy relative to the best compared isomer or geometry (same formula, charge and spin): 2.232 eV
- HOMO: -3.302 eV
- Net charge: -1
- Max |F|: 3.8 eV/Å
- Electronic energy: -12373.583 eV

Mulliken atomic charge list, values in e, 6 entries: C -0.72; C 0.49; C 0.38; C 0.24; C -1.32; N -0.30


(2)
Computed, not measured: 2 unconnected molecules or ions with the total composition C5H7N2O2 in a non-equilibrium geometry, with ωB97M-V/def2-TZVPD.

Cartesian coordinates (Å):
1 C -2.20816 0.10750 0.78026
2 C 2.83426 1.48563 -0.36532
3 C -0.93159 -0.48099 0.26145
4 C 0.26696 0.46692 0.31286
5 C 1.45436 -0.15058 -0.41217
6 N 2.81780 -1.67023 0.84703
7 N 2.16331 -1.00198 0.19818
8 O -2.43675 1.25179 0.93263
9 O 2.69254 2.16183 0.55935
10 H -3.12501 -0.50797 0.89692
11 H 3.30618 1.37847 -1.25531
12 H -1.01409 -0.58546 -0.91518
13 H -0.78941 -1.42146 0.72052
14 H 0.08124 1.36327 -0.08489
15 H 0.73614 0.81242 1.35394
16 H 1.36548 -0.27523 -1.46037

Atoms 1-3, force components in eV/Å:
C -1.8 -1.4 -0.8
C -3.1 0.1 4.1
C 0.4 1.4 -2.5

- Energy relative to the best compared isomer or geometry (same formula, charge and spin): 6.018 eV
- HOMO: -13.218 eV
- Net charge: +1
- Max |F|: 8.3 eV/Å
- Electronic energy: -12361.578 eV

Mulliken atomic charge list, values in e, 6 entries: C -0.16; C 0.25; C -0.54; C -0.61; C -0.57; N -0.50


(3)
Computed, not measured: a gas-phase ion, C5H7N2O4P (charge -2) in a non-equilibrium geometry, with ωB97M-V/def2-TZVPD.

Cartesian coordinates (Å):
1 C 1.02489 1.72944 0.47886
2 C 0.58574 0.53481 1.02183
3 C -0.26718 0.00705 0.01917
4 C 0.83453 0.17387 2.43757
5 C -1.25824 -1.02717 0.38895
6 N 0.51477 1.99959 -0.68104
7 N -0.24071 0.91531 -0.96961
8 O -1.35758 -1.64952 -3.08446
9 O 0.78891 -0.27151 -3.80938
10 O -0.90889 0.84869 -2.05956
11 O 0.57743 -1.26658 -1.46622
12 P -0.15161 -0.80056 -2.73756
13 H 1.85614 2.26639 0.95695
14 H 0.00438 0.49333 3.00179
15 H 1.61108 0.84894 2.77226
16 H 0.94114 -0.97757 2.44542
17 H -2.00237 -1.15785 -0.50784
18 H -1.77378 -0.69185 1.28703
19 H -0.77865 -1.97481 0.50584

Atoms 1-3, force components in eV/Å:
C 1.5 0.0 1.8
C -0.6 0.3 -1.3
C 0.6 1.4 2.8

- Energy relative to the best compared isomer or geometry (same formula, charge and spin): 2.570 eV
- HOMO: 0.206 eV
- Net charge: -2
- Max |F|: 4.5 eV/Å
- Electronic energy: -25756.578 eV

Mulliken atomic charge list, values in e, 6 entries: C -0.46; C 0.53; C 0.51; C -1.36; C -1.40; N -1.33


What is the formula in the second record?
C5H7N2O2


What is the formula in the first record?
C5H7N2O2